Record 1
Entry from the Open Molecules 2025 dataset: a structure of composition C26H33IrN6P2 at a distorted geometry (ωB97M-V/def2-TZVPD).

```
! RIJCOSX wB97M-V def2-TZVPD def2/J DEFGRID3
* xyz 2 1
Ir 0.357 -0.209 -0.066
C 0.435 1.024 3.382
P 0.650 -0.414 2.301
C 2.254 -1.108 2.790
C -0.499 -1.660 2.927
C -0.647 -1.899 4.292
C -1.391 -2.982 4.728
C -1.959 -3.854 3.805
C -1.853 -3.592 2.449
C -1.146 -2.473 2.011
P -1.261 -1.928 0.287
C -1.102 -3.392 -0.770
C -3.035 -1.538 0.231
H 0.778 0.804 4.393
H -0.617 1.306 3.398
H 1.013 1.862 2.992
H 2.200 -1.408 3.836
H 3.034 -0.356 2.660
H 2.493 -1.978 2.179
H -0.180 -1.245 5.019
H -1.518 -3.156 5.788
H -2.499 -4.728 4.144
H -2.327 -4.255 1.735
H -2.026 -3.967 -0.747
H -0.269 -4.010 -0.435
H -0.902 -3.074 -1.793
H -3.585 -2.346 0.715
H -3.375 -1.423 -0.792
H -3.217 -0.609 0.771
N 1.025 2.422 -4.253
C 0.784 1.310 -4.956
N 0.689 1.381 -6.279
N 0.608 0.123 -4.397
C 0.682 -0.208 -3.177
N 0.719 -0.675 -2.102
H 1.124 3.319 -4.696
H 1.095 2.380 -3.250
H 0.865 2.230 -6.788
H 0.513 0.534 -6.793
C 6.006 -0.807 -0.431
N 4.734 -0.120 -0.204
C 4.577 1.161 0.260
C 3.236 1.374 0.352
N 2.577 0.231 -0.047
C 3.511 -0.642 -0.379
H 6.818 -0.116 -0.227
H 6.077 -1.143 -1.462
H 6.097 -1.664 0.232
H 5.413 1.802 0.479
H 2.717 2.259 0.671
H 3.334 -1.637 -0.755
C -4.571 1.846 -2.024
C -3.749 0.746 -2.347
C -2.516 0.612 -1.779
C -2.021 1.576 -0.864
C -0.732 1.504 -0.260
C -0.229 2.572 0.419
C -1.007 3.737 0.624
C -2.286 3.789 0.166
C -2.820 2.724 -0.601
C -4.116 2.807 -1.170
H -5.551 1.937 -2.472
H -4.104 0.006 -3.055
H -1.884 -0.226 -2.040
H 0.778 2.545 0.820
H -0.577 4.579 1.152
H -2.898 4.666 0.337
H -4.725 3.672 -0.937
*
```

Calculated values
Max |F|: 4.1 eV Å⁻¹
DFT total energy: -2125.7321 hartree


Record 2
Entry from the Open Molecules 2025 dataset: a cluster of 2 separate species, C4H13ClSi2 in total at a distorted geometry (ωB97M-V/def2-TZVPD).

```
! RIJCOSX wB97M-V def2-TZVPD def2/J DEFGRID3
* xyz 0 1
C 0.282 2.751 -0.291
C 2.231 -1.968 0.562
C 0.986 1.506 0.143
C 0.780 -1.440 0.325
Si -3.220 -0.889 -0.746
Si 0.612 0.098 -1.044
Cl -2.583 0.455 0.772
H -0.065 2.702 -1.344
H -0.527 3.087 0.400
H 0.949 3.663 -0.311
H 2.899 -1.199 0.502
H 2.245 -2.465 1.555
H 2.407 -2.822 -0.096
H 0.663 1.320 1.107
H 1.971 1.812 0.284
H 0.495 -0.964 1.279
H -0.019 -2.213 0.067
H -1.956 -1.828 -1.058
H -4.505 -1.641 -0.362
H -3.646 0.036 -1.743
*
```

Calculated values
Max |F|: 4.6 eV Å⁻¹
DFT total energy: -1199.2888 hartree


Record 3
Entry from the Open Molecules 2025 dataset: a cluster of 13 separate species, C32H76FN27O18 in total at a distorted geometry (ωB97M-V/def2-TZVPD).

```
! RIJCOSX wB97M-V def2-TZVPD def2/J DEFGRID3
* xyz 0 1
C 2.252 -4.768 0.898
C 3.606 -4.278 0.407
O 3.472 -3.013 -0.253
C 2.955 -2.006 0.575
C 3.504 -0.676 0.127
O 2.952 -0.234 -1.107
C 1.892 0.617 -1.026
C 0.644 0.265 -1.559
F 0.547 -0.952 -2.116
C -0.471 1.098 -1.528
C -1.770 0.575 -2.117
C -2.998 0.622 -1.184
C -3.291 -0.680 -0.442
C -3.708 -1.823 -1.360
C -3.873 -3.115 -0.555
N -5.002 -3.018 0.385
C -0.347 2.395 -0.978
N -1.391 3.359 -0.964
C 0.889 2.747 -0.447
C 1.978 1.881 -0.476
C 3.114 2.622 0.172
O 4.281 2.535 -0.027
N 2.476 3.564 1.067
C 2.026 2.950 2.305
C 2.655 3.610 3.545
O 3.176 4.909 3.224
C 3.001 5.827 4.180
O 2.904 6.978 3.912
C 1.364 4.004 0.218
O 1.051 5.131 0.065
H 2.191 -5.849 0.982
H 1.507 -4.418 0.184
H 1.991 -4.353 1.866
H 3.963 -4.937 -0.372
H 4.344 -4.195 1.205
H 1.860 -1.974 0.568
H 3.287 -2.157 1.608
H 4.572 -0.796 -0.040
H 3.397 0.049 0.934
H -1.631 -0.458 -2.395
H -1.961 1.170 -3.009
H -3.871 0.823 -1.805
H -2.949 1.425 -0.459
H -2.485 -0.982 0.231
H -4.152 -0.480 0.197
H -4.672 -1.574 -1.804
H -2.977 -1.990 -2.151
H -3.982 -3.943 -1.243
H -2.954 -3.247 0.022
H -5.368 -3.938 0.593
H -4.632 -2.649 1.252
H -1.825 3.350 -0.047
H -2.124 3.099 -1.609
H 0.941 3.005 2.392
H 2.261 1.887 2.346
H 1.883 3.706 4.306
H 3.413 2.957 3.972
H 3.030 5.520 5.232
C 2.830 3.452 -4.413
O 2.399 2.517 -5.067
N 3.336 3.305 -3.156
N 2.818 4.732 -4.894
H 3.686 4.066 -2.605
H 3.345 2.376 -2.775
H 2.449 4.862 -5.816
H 3.152 5.527 -4.382
C -1.507 4.672 -6.197
O -2.012 3.598 -6.464
N -2.238 5.830 -6.129
N -0.170 4.819 -5.938
H -1.840 6.722 -5.907
H -3.221 5.763 -6.310
H 0.404 3.992 -5.967
H 0.244 5.702 -5.712
C 4.649 -4.100 -3.309
O 5.145 -4.622 -2.325
N 4.398 -4.799 -4.463
N 4.296 -2.785 -3.336
H 3.986 -4.386 -5.277
H 4.643 -5.770 -4.474
H 4.438 -2.257 -2.494
H 3.880 -2.339 -4.130
C -2.246 -4.463 2.877
O -2.385 -3.279 2.627
N -3.166 -5.182 3.587
N -1.151 -5.180 2.463
H -3.061 -6.153 3.804
H -3.990 -4.708 3.905
H -0.452 -4.696 1.926
H -1.029 -6.156 2.656
C -6.232 -7.169 3.816
O -5.632 -6.271 4.378
N -5.617 -8.346 3.451
N -7.554 -7.086 3.502
H -6.101 -9.098 2.997
H -4.648 -8.457 3.682
H -8.032 -6.239 3.749
H -8.060 -7.816 3.039
C 7.651 5.361 3.764
O 8.596 5.839 4.371
N 6.366 5.787 3.951
N 7.801 4.361 2.847
H 5.583 5.400 3.455
H 6.214 6.525 4.613
H 8.731 4.022 2.683
H 7.036 3.959 2.338
C -7.202 -1.366 -3.775
O -6.565 -1.134 -2.761
N -8.545 -1.153 -3.874
N -6.608 -1.863 -4.907
H -9.083 -1.336 -4.702
H -9.015 -0.791 -3.066
H -5.621 -2.032 -4.872
H -7.112 -2.059 -5.750
C -4.483 -7.100 -0.562
O -3.984 -6.243 -1.262
N -4.930 -8.294 -1.074
N -4.655 -6.952 0.789
H -5.348 -9.013 -0.516
H -4.825 -8.437 -2.060
H -4.342 -6.090 1.205
H -5.077 -7.652 1.374
C 2.110 -5.202 5.061
O 2.708 -4.995 4.019
N 0.746 -5.139 5.112
N 2.742 -5.515 6.234
H 0.205 -5.309 5.938
H 0.282 -4.909 4.249
H 3.743 -5.569 6.216
H 2.256 -5.687 7.092
C 11.407 7.379 7.530
O 12.423 7.757 8.086
N 10.285 7.005 8.224
N 11.289 7.292 6.173
H 9.445 6.691 7.778
H 10.326 7.053 9.224
H 12.085 7.555 5.625
H 10.453 6.979 5.713
C 3.470 8.411 -0.135
O 2.959 8.649 -1.217
N 2.896 7.598 0.795
N 4.681 8.945 0.230
H 3.315 7.393 1.683
H 2.011 7.178 0.570
H 5.135 9.548 -0.430
H 5.120 8.764 1.112
C -11.549 -0.480 -6.518
O -11.265 -0.914 -5.414
N -11.633 -1.284 -7.621
N -11.808 0.842 -6.738
H -11.866 -0.944 -8.534
H -11.453 -2.262 -7.493
H -11.754 1.458 -5.949
H -12.043 1.216 -7.637
*
```

Calculated values
Max |F|: 1.4 eV Å⁻¹
DFT total energy: -4197.9859 hartree


| no. | highest occupied orbital energy (eV) |
| --- | --- |
| 1 | -12.580 |
| 2 | -7.967 |
| 3 | -8.174 |